a.
Formula: C2H6O
Source: OMol25
Level of theory: ωB97M-V with the def2-TZVPD basis set

Summary:
Orbital gap: 8.694 eV
HOMO level: -8.8 eV
E_LUMO: -0.0038 Ha

Last column: Mulliken charge in e.
Atoms and positions in Å:
C 0.72262 -0.52517 0.20883  -0.37
O -0.01574 1.10176 -1.40817  -0.90
C -0.36283 -0.25107 0.93374  -0.49
H 1.42265 0.12364 -0.29432  0.30
H 1.34046 -1.39162 0.46375  0.29
H -0.88125 1.45395 -1.66998  0.22
H -1.01173 -1.11314 1.04930  0.25
H -0.41993 -0.09712 -0.50002  0.35
H -0.79426 0.69877 1.21687  0.36

b.
Formula: C2H6O
Source: OMol25
Level of theory: ωB97M-V with the def2-TZVPD basis set

Summary:
Orbital gap: 10.499 eV
HOMO level: -9.7 eV
Structure (SMILES): C=C.O
E_LUMO: 0.0280 Ha

Last column: Mulliken charge in e.
Atoms and positions in Å:
C 0.00000 0.00000 0.00000  -0.50
C 0.59465 0.04798 -1.17619  -0.41
H -0.82825 0.67239 0.25121  0.24
H 0.31677 -0.72396 0.75944  0.22
H 0.26947 0.79894 -1.90524  0.20
H 1.44670 -0.58705 -1.44446  0.29
O 2.70972 -1.81502 -0.93740  -0.67
H 3.57058 -2.10482 -1.31580  0.30
H 2.14815 -2.62293 -0.95123  0.33

In kJ/mol, relative to the most stable structure: a 372.3; b 0.0.

a.
Formula: C4H15N2O2
Source: OMol25
Level of theory: ωB97M-V with the def2-TZVPD basis set

Summary:
Net charge: +1
Orbital gap: 3.579 eV
HOMO level: -12.1 eV
E_LUMO: -0.3136 Ha

Last column: Mulliken charge in e.
Atoms and positions in Å:
N 1.18506 0.49098 -0.84669  -0.36
C 0.21288 0.90435 0.09463  1.32
C 0.13160 2.28795 0.56667  -1.84
O -0.25855 -0.69676 -2.69772  -0.87
C -1.11254 1.13678 -0.30026  -0.39
N -0.19046 0.13278 2.38815  -0.33
C -0.31220 -1.24776 2.18432  -0.85
H 0.75490 -0.15793 -1.53896  0.18
H -0.54186 -1.07476 -3.52174  0.20
H 1.69188 1.26746 -1.24485  0.32
H 0.39230 0.30165 0.99355  0.17
H -0.48474 2.30436 1.42635  0.56
H 0.07823 3.12804 -0.13303  0.50
H 1.11348 2.47791 1.02508  0.44
H -1.47856 1.14876 -1.29286  0.29
H -1.96221 1.43434 0.31852  0.27
H -0.02172 0.27612 3.37084  0.28
H -0.34130 -1.74824 3.14617  0.42
H 0.46945 -1.87355 1.71770  0.35
H -1.20218 -1.63152 1.64007  0.30
H 0.54618 -3.12120 -1.33282  0.29
H 0.12727 -1.70360 -1.69504  0.38
O 0.30582 -2.28850 -0.91996  -0.62

b.
Formula: C4H15N2O2
Source: OMol25
Level of theory: ωB97M-V with the def2-TZVPD basis set

Summary:
Net charge: +1
Orbital gap: 5.362 eV
HOMO level: -13.3 eV
E_LUMO: -0.2916 Ha

Last column: Mulliken charge in e.
Atoms and positions in Å:
C 1.13615 -0.54782 -1.58719  -0.73
O 0.18494 -0.58148 -2.56664  -0.45
C 0.59590 0.21638 -0.27967  0.30
C 1.65866 0.35679 0.78488  -0.70
C 1.10784 1.30071 1.88328  -0.40
N 1.64101 0.96102 3.14977  -0.51
N -0.48251 -0.38414 0.24068  -0.24
H 1.47053 -1.52596 -1.25931  0.45
H 2.00224 0.01849 -1.89928  0.32
H 0.05731 -1.48403 -2.88214  0.37
H 0.31545 1.21914 -0.66724  0.34
H 1.82819 -0.60827 1.27301  0.39
H 2.63382 0.65801 0.41060  0.45
H 1.30380 2.36638 1.71237  0.39
H -0.01818 1.17193 1.79487  0.25
H -2.53520 -2.48066 1.40017  0.23
H 1.53550 1.69501 3.84384  0.26
H 1.32038 0.07613 3.52126  0.23
H -2.87154 -2.22640 0.78463  -0.23
H -1.35611 -0.24672 -0.31086  0.27
H -4.59521 -1.32452 -1.76251  0.32
H -4.12937 0.17014 -1.91572  0.31
O -4.07692 -0.62219 -1.35077  -0.63

In kJ/mol, relative to the most stable structure: a 595.7; b 0.0.

a.
Formula: C3H6FN3
Source: OMol25
Level of theory: ωB97M-V with the def2-TZVPD basis set

Summary:
Orbital gap: 10.135 eV
HOMO level: -9.3 eV
Structure (SMILES): [H]/N=C1/NNC[C@@H]1F
E_LUMO: 0.0313 Ha

Last column: Mulliken charge in e.
Atoms and positions in Å:
H -2.28665 0.51123 1.48797  0.23
N -2.13699 0.53357 0.51780  -0.75
C -0.94298 0.27823 0.09088  0.42
N -0.60324 0.01701 -1.25685  -0.30
N 0.75129 -0.52479 -1.24660  -0.48
C 1.28833 0.23304 -0.14826  -0.42
C 0.26706 -0.16391 0.88585  0.10
F 0.28015 -1.57925 1.08805  -0.31
H -0.97297 0.61088 -2.07744  0.29
H 0.61242 -1.58228 -0.83244  0.37
H 1.13100 1.51407 -0.28395  0.23
H 2.35101 -0.11190 -0.16077  0.30
H 0.26157 0.26410 1.93577  0.34

b.
Formula: C3H6FN3
Source: OMol25
Level of theory: ωB97M-V with the def2-TZVPD basis set

Summary:
Orbital gap: 10.135 eV
HOMO level: -9.7 eV
Structure (SMILES): [H]/N=C(/NN)C(=C)F
E_LUMO: 0.0169 Ha

Last column: Mulliken charge in e.
Atoms and positions in Å:
H -0.15943 -0.51885 -2.50069  0.29
N -0.81733 -0.89680 -1.82503  -0.70
C -0.41836 -0.38528 -0.72142  0.23
N -1.18475 -0.55258 0.43655  -0.10
N -0.56592 -0.95719 1.60118  -0.59
C 0.73157 0.54124 -0.60885  0.56
C 0.87906 1.53722 0.24747  -0.89
F 1.63106 0.27724 -1.59857  -0.28
H -2.01759 -1.12088 0.24664  0.32
H -0.22618 -0.15659 2.05020  0.25
H 0.18862 -1.63662 1.40494  0.25
H 0.14323 1.80061 0.97693  0.38
H 1.81599 2.06846 0.29066  0.28

c.
Formula: C3H6FN3
Source: OMol25
Level of theory: ωB97M-V with the def2-TZVPD basis set

Summary:
Orbital gap: 9.276 eV
HOMO level: -8.5 eV
Structure (SMILES): [H]/N=C/N(N)/C=C/F
E_LUMO: 0.0299 Ha

Last column: Mulliken charge in e.
Atoms and positions in Å:
H -1.53879 -1.27979 -2.34476  0.23
N -1.14694 -0.70625 -1.59081  -0.57
C -0.20152 -1.32965 -0.99538  0.04
N 0.51269 -0.80709 0.04728  0.25
N 1.50480 -1.64158 0.59859  -0.82
C 0.29676 0.47883 0.60164  -0.45
C -0.58702 1.40397 0.23671  -0.08
F -0.58013 2.58630 0.90800  -0.26
H 0.16147 -2.32738 -1.18636  0.38
H 2.41385 -1.21664 0.50869  0.25
H 1.30487 -1.72605 1.62144  0.27
H 0.99257 0.69321 1.40394  0.38
H -1.25600 1.34558 -0.61823  0.39

In kJ/mol, relative to the most stable structure: a 118.4; b 0.0; c 9.2.